This record from the OMol25 dataset describes a gas-phase ion, C4H11NO2 (charge +1). The level of theory is ωB97M-V/def2-TZVPD.

- HOMO level (alpha / beta) (eV) = -15.512 / -15.513
- E_LUMO (alpha / beta) (hartree) = -0.11664 / -0.31308
- ΔE to the lowest compared entry with this formula, charge and spin (kcal per mole) = 24.5
- total charge = +1
- strongest force on any atom (eV/Å) = 2.6
- HOMO-LUMO gap (alpha / beta) (eV) = 12.34 / 6.99
- spin multiplicity = 2

Last column: Mulliken charge in e.
Positions of all 18 atoms, in Å:
1 O 0.77626 -2.46479 -0.91830  -0.505
2 O -1.51744 1.29660 0.11459  -0.560
3 N 0.29984 0.15145 -1.58547  -0.124
4 C 0.26639 -0.25124 -0.23110  0.103
5 C -0.31904 0.75422 0.72988  0.107
6 C -0.10916 -1.72375 -0.07560  -0.703
7 C 0.55878 1.98732 1.08629  -1.178
8 H 0.69865 -3.36852 -0.62142  0.331
9 H -0.66867 0.22294 1.61658  0.453
10 H -2.11405 0.58643 -0.08149  0.314
11 H 0.11875 -0.56041 -2.28938  0.304
12 H 1.36341 -0.34902 0.01378  0.208
13 H -1.14954 -1.91370 -0.36667  0.382
14 H 1.60417 1.72775 1.19533  0.371
15 H 0.34965 2.66418 0.26115  0.323
16 H -0.28811 0.98071 -1.78143  0.370
17 H 0.03753 -2.09192 0.93795  0.454
18 H 0.09259 2.35176 1.99532  0.350

---

This record from the OMol25 dataset describes 3 unconnected molecules or ions with the total composition C4H11NO2. The level of theory is ωB97M-V/def2-TZVPD.

- HOMO level (alpha / beta) (eV) = -13.794 / -13.904
- E_LUMO (alpha / beta) (hartree) = -0.22888 / -0.25927
- ΔE to the lowest compared entry with this formula, charge and spin (kcal per mole) = 97.9
- total charge = +1
- strongest force on any atom (eV/Å) = 5.1
- HOMO-LUMO gap (alpha / beta) (eV) = 7.57 / 6.85
- spin multiplicity = 2

Last column: Mulliken charge in e.
Positions of all 18 atoms, in Å:
1 O -2.98304 -4.80266 -1.06772  -0.623
2 O -1.23397 -0.85894 2.48207  -0.602
3 N 0.20730 -0.39956 -1.49276  -0.464
4 C 1.19415 0.18535 -0.77217  -0.016
5 C 1.51004 2.47281 -0.01758  0.231
6 C 0.88573 2.67838 1.18769  -0.756
7 C 1.59513 1.48802 -1.12645  -0.433
8 H -1.68157 -0.97996 1.60689  0.313
9 H 0.12464 -1.42342 -1.35393  0.315
10 H 2.16765 3.35456 -0.08175  0.352
11 H -0.52608 -0.20082 2.13928  0.291
12 H -0.18513 3.05046 1.19346  0.312
13 H -0.74278 0.11912 -1.12804  0.358
14 H 1.58042 1.97286 -2.17923  0.347
15 H -2.99261 -4.83096 -0.12095  0.322
16 H 1.76993 -0.44056 -0.08970  0.434
17 H -2.04636 -4.56952 -1.26775  0.301
18 H 1.35656 3.18485 2.08863  0.316

---

This record from the OMol25 dataset describes 2 unconnected molecules or ions with the total composition C4H11NO2S. The level of theory is ωB97M-V/def2-TZVPD.

- HOMO level (alpha / beta) (eV) = -3.135 / -2.940
- E_LUMO (alpha / beta) (hartree) = 0.13085 / 0.06493
- ΔE to the lowest compared entry with this formula, charge and spin (kcal per mole) = 16.0
- total charge = -1
- strongest force on any atom (eV/Å) = 1.5
- HOMO-LUMO gap (alpha / beta) (eV) = 6.70 / 4.71
- spin multiplicity = 2

Last column: Mulliken charge in e.
Positions of all 19 atoms, in Å:
1 S -0.69679 -1.37971 1.65656  -0.538
2 O 1.67374 2.16032 0.58125  -0.460
3 O -2.84264 -0.89116 -0.95468  -0.680
4 N 0.62133 -0.56981 -1.04395  -0.207
5 C 1.59220 -0.22566 -2.07454  -1.114
6 C -0.01313 0.24333 1.19049  -1.188
7 C 0.74725 1.94261 -0.39357  -0.764
8 C 0.04288 0.54315 -0.28347  0.223
9 H -0.07395 2.67592 -0.36767  0.356
10 H 2.00899 -1.16335 -2.44647  0.345
11 H 1.01514 0.18353 1.58937  0.310
12 H -0.46301 1.07720 1.72901  0.336
13 H 1.24570 2.10745 -1.36478  0.462
14 H -0.94325 0.66785 -0.69701  0.337
15 H -1.95861 -1.04096 -1.32635  0.346
16 H 1.07483 -1.16329 -0.36291  0.278
17 H -2.61237 -1.12610 -0.03338  0.262
18 H 2.40410 0.40866 -1.74402  0.353
19 H 1.11457 0.26389 -2.91334  0.341

---

This record from the OMol25 dataset describes 2 unconnected molecules or ions with the total composition C4H11NO2S. The level of theory is ωB97M-V/def2-TZVPD.

- HOMO level (eV) = 0.352
- E_LUMO (hartree) = 0.21713
- ΔE to the lowest compared entry with this formula, charge and spin (kcal per mole) = 15.7
- total charge = -2
- strongest force on any atom (eV/Å) = 1.0
- HOMO-LUMO gap (eV) = 5.56

Last column: Mulliken charge in e.
Positions of all 19 atoms, in Å:
1 S 0.31086 -1.27206 1.90585  -0.774
2 O -2.68160 -1.59067 3.24926  -0.663
3 O 0.67084 2.63453 -3.25824  -0.942
4 N 0.50394 1.32722 -1.29895  -0.146
5 C -0.31849 -1.03655 -1.28453  -1.370
6 C 0.52333 0.06120 -0.61850  0.410
7 C 0.17732 0.22204 0.85866  -0.924
8 C 1.17734 1.56824 -2.60766  -0.309
9 H 0.10963 -1.17957 -2.28241  0.350
10 H -2.09693 -1.42129 3.98956  0.318
11 H -2.17056 -1.24719 2.48873  0.277
12 H 2.25826 1.69962 -2.36531  0.125
13 H -1.34162 -0.68456 -1.46694  0.286
14 H 1.54521 -0.33029 -0.63033  0.072
15 H 0.84509 0.99425 1.25698  0.343
16 H 1.08995 0.61893 -3.20295  0.068
17 H -0.19228 -1.97860 -0.74764  0.378
18 H -0.25632 1.98299 -1.20067  0.209
19 H -0.82350 0.65001 0.96300  0.290

---

This record from the OMol25 dataset describes 2 unconnected molecules or ions with the total composition C4H11NO2S. The level of theory is ωB97M-V/def2-TZVPD.

- HOMO level (eV) = -9.119
- E_LUMO (hartree) = 0.01700
- ΔE to the lowest compared entry with this formula, charge and spin (kcal per mole) = 42.4
- structure (SMILES) = CN[C@H](C=O)CS.O
- strongest force on any atom (eV/Å) = 2.0
- HOMO-LUMO gap (eV) = 9.58

Last column: Mulliken charge in e.
Positions of all 19 atoms, in Å:
1 S 0.09132 0.05818 2.24230  -0.172
2 O -0.01510 -3.56876 -2.92594  -0.635
3 O -2.18189 1.15136 0.11728  -0.442
4 N 0.83588 1.51198 -0.45266  -0.389
5 C 2.23404 1.31194 -0.06068  -0.913
6 C -1.49136 0.57475 -0.66971  -0.191
7 C 0.21442 -0.70270 0.58082  -0.962
8 C 0.01919 0.32099 -0.55984  0.346
9 H -0.01741 -2.62752 -3.13352  0.319
10 H -0.51744 -1.49291 0.60330  0.452
11 H -1.92024 0.07860 -1.55920  0.293
12 H 0.48699 2.17212 0.17026  0.320
13 H -1.18919 0.42112 2.12603  0.137
14 H 2.50038 2.12765 0.60979  0.313
15 H 1.16507 -1.21755 0.52325  0.422
16 H 2.43869 0.40525 0.43381  0.306
17 H 0.24688 -0.07948 -1.55326  0.182
18 H 2.94951 1.29778 -0.89147  0.294
19 H -0.61084 -3.98442 -3.55811  0.319

---

This record from the OMol25 dataset describes 3 unconnected molecules or ions with the total composition C4H11NO2S. The level of theory is ωB97M-V/def2-TZVPD.

- HOMO level (eV) = -7.631
- E_LUMO (hartree) = -0.15977
- ΔE to the lowest compared entry with this formula, charge and spin (kcal per mole) = 160.8
- strongest force on any atom (eV/Å) = 4.1
- HOMO-LUMO gap (eV) = 3.28

Last column: Mulliken charge in e.
Positions of all 19 atoms, in Å:
1 S -3.66561 -0.60091 -0.74428  -0.496
2 O -1.16338 -1.21665 1.76916  -0.515
3 O 3.28972 0.87549 -1.18834  -0.683
4 N 0.79663 0.12639 -0.71249  -0.438
5 C 0.62769 0.23217 0.64883  1.024
6 C -0.77374 0.17308 1.40074  -0.715
7 C -0.50128 -0.35730 -1.32387  -0.919
8 C 1.69267 0.57958 1.44391  -0.789
9 H 1.49258 0.86159 2.50552  0.246
10 H -0.58657 0.71254 2.38426  0.305
11 H 3.79456 0.22234 -1.62305  0.321
12 H -1.58150 0.58704 0.76572  0.282
13 H -0.48122 -0.60045 -2.38335  0.374
14 H -4.05434 -0.31601 -2.02556  0.092
15 H -1.91760 -1.49561 1.23739  0.290
16 H -1.15584 0.42440 -1.16803  0.354
17 H -0.89809 -1.22071 -0.77055  0.324
18 H 2.68861 0.60815 0.90059  0.368
19 H 2.39670 0.40483 -1.11658  0.575

---

This record from the OMol25 dataset describes 2 unconnected molecules or ions with the total composition C4H11NO2S. The level of theory is ωB97M-V/def2-TZVPD.

- HOMO level (eV) = -9.357
- E_LUMO (hartree) = 0.01905
- ΔE to the lowest compared entry with this formula, charge and spin (kcal per mole) = 37.6
- structure (SMILES) = C[C@H](CS)NC=O.O
- strongest force on any atom (eV/Å) = 4.1
- HOMO-LUMO gap (eV) = 9.88

Last column: Mulliken charge in e.
Positions of all 19 atoms, in Å:
1 S 1.32950 1.83711 1.64040  -0.239
2 O 2.45728 0.39576 -2.07336  -0.530
3 O -3.15898 -0.51231 2.02488  -0.614
4 N 0.23594 0.45200 -1.61523  -0.206
5 C 1.35614 0.78250 -2.39286  0.047
6 C 0.15099 0.67533 1.01260  -0.380
7 C -0.11944 -1.66473 -0.12821  -1.344
8 C 0.53182 -0.17656 -0.20813  0.187
9 H 1.19175 1.49069 -3.22965  0.337
10 H 2.44554 1.37762 1.03402  0.137
11 H -0.84138 1.25864 0.57873  0.141
12 H -0.23330 -0.00797 1.76734  0.297
13 H -1.02433 -1.80257 0.42874  0.323
14 H 0.57836 -2.33825 0.30308  0.345
15 H 1.63567 -0.41301 -0.29453  0.304
16 H -0.69414 0.87720 -1.79338  0.236
17 H -2.83814 0.01606 1.35790  0.299
18 H -0.28283 -2.02606 -1.19597  0.352
19 H -2.72045 -0.22146 2.78364  0.310

---

This record from the OMol25 dataset describes a molecular structure, C4H11NO3. The level of theory is ωB97M-V/def2-TZVPD.

- HOMO level (alpha / beta) (eV) = -3.485 / -3.485
- E_LUMO (alpha / beta) (hartree) = 0.12028 / 0.03363
- ΔE to the lowest compared entry with this formula, charge and spin (kcal per mole) = 67.4
- total charge = -1
- strongest force on any atom (eV/Å) = 5.8
- HOMO-LUMO gap (alpha / beta) (eV) = 6.76 / 4.40
- spin multiplicity = 2

Last column: Mulliken charge in e.
Positions of all 19 atoms, in Å:
1 O -0.46529 -1.98603 -2.94367  -0.947
2 O 1.20727 -2.20011 -1.34287  -0.633
3 O -0.88348 1.74869 2.77468  -0.360
4 N -0.97108 1.01441 0.53326  -0.368
5 C 1.05110 -1.45604 -0.14485  -0.424
6 C 0.48767 1.18480 0.40628  -0.177
7 C -1.49784 1.86084 1.64922  -0.223
8 C 1.12695 0.20674 -0.41740  -0.758
9 H 1.88202 -1.78712 0.55207  0.215
10 H 0.94484 1.13002 1.44188  0.257
11 H 2.25554 0.54229 -0.29239  0.238
12 H -2.50203 1.43412 1.83716  0.342
13 H 0.22466 -2.13360 -1.89614  0.346
14 H -1.36022 2.96433 1.36909  0.258
15 H 0.71190 2.14919 -0.14550  0.182
16 H -1.10376 -1.38310 -2.71797  0.184
17 H -0.00230 -1.67997 0.16983  0.196
18 H -1.20159 -0.00138 0.56903  0.284
19 H 1.07317 0.38585 -1.48457  0.387

---

This record from the OMol25 dataset describes 2 unconnected molecules or ions with the total composition C4H11NO3. The level of theory is ωB97M-V/def2-TZVPD.

- HOMO level (eV) = -9.681
- E_LUMO (hartree) = 0.01648
- ΔE to the lowest compared entry with this formula, charge and spin (kcal per mole) = 69.7
- structure (SMILES) = CNC(=O)CCO.O
- strongest force on any atom (eV/Å) = 3.9
- HOMO-LUMO gap (eV) = 10.13

Last column: Mulliken charge in e.
Positions of all 19 atoms, in Å:
1 O -1.51038 2.45449 -3.61823  -0.623
2 O 2.65842 0.78185 0.27134  -0.543
3 O 0.77280 -1.68943 0.41427  -0.613
4 N -1.37217 -0.92382 0.64714  -0.207
5 C 1.30734 1.31320 0.43503  -0.225
6 C 0.53150 0.43090 1.41500  -0.710
7 C -2.05611 -2.16245 0.59789  -0.822
8 C -0.01561 -0.82830 0.70090  0.612
9 H -1.84149 -0.08495 0.64299  0.253
10 H 2.78605 -0.12264 0.49970  0.321
11 H -1.41359 1.51759 -3.55319  0.302
12 H 1.65208 2.34344 0.68155  0.257
13 H -3.00838 -2.03384 -0.08399  0.277
14 H -0.19802 0.91155 2.09593  0.378
15 H -1.37214 -2.74332 0.07604  0.320
16 H -0.51718 2.48838 -3.70320  0.316
17 H -2.37182 -2.40145 1.70945  0.246
18 H 0.88340 1.65453 -0.55562  0.123
19 H 1.03693 0.04200 2.22835  0.338

---

This record from the OMol25 dataset describes 2 unconnected molecules or ions with the total composition C4H11NO3. The level of theory is ωB97M-V/def2-TZVPD.

- HOMO level (eV) = -9.517
- E_LUMO (hartree) = 0.02386
- ΔE to the lowest compared entry with this formula, charge and spin (kcal per mole) = 53.4
- structure (SMILES) = N[C@H](C=O)CCO.O
- strongest force on any atom (eV/Å) = 2.8
- HOMO-LUMO gap (eV) = 10.17

Last column: Mulliken charge in e.
Positions of all 19 atoms, in Å:
1 O -2.13874 0.29988 1.59078  -0.521
2 O -0.02301 -0.13781 3.48861  -0.721
3 O 1.56887 -1.30499 -2.32458  -0.525
4 N 0.36440 -0.83439 0.73463  -0.499
5 C -1.64811 0.76941 0.58191  -0.280
6 C 1.30495 0.01775 -1.81143  -0.599
7 C -0.13143 0.17337 -1.38613  -0.606
8 C -0.26844 0.38251 0.16134  0.094
9 H 0.03370 0.81967 3.51359  0.315
10 H 1.17788 -1.29674 -3.20060  0.303
11 H -0.48080 1.05392 -1.93715  0.356
12 H 0.28501 -0.77383 1.75948  0.318
13 H -0.79032 -0.68366 -1.60124  0.408
14 H -2.32350 1.33318 -0.07774  0.385
15 H 0.43341 1.19363 0.52538  0.270
16 H -0.15559 -1.62318 0.35786  0.240
17 H 2.02978 0.14786 -1.01821  0.304
18 H 1.65238 0.79904 -2.46926  0.372
19 H -0.89045 -0.33561 3.11276  0.387

---

Please write out number 1 again, unchanged.
This record from the OMol25 dataset describes a gas-phase ion, C4H11NO2 (charge +1). The level of theory is ωB97M-V/def2-TZVPD.

- HOMO level (alpha / beta) (eV) = -15.512 / -15.513
- E_LUMO (alpha / beta) (hartree) = -0.11664 / -0.31308
- ΔE to the lowest compared entry with this formula, charge and spin (kcal per mole) = 24.5
- total charge = +1
- strongest force on any atom (eV/Å) = 2.6
- HOMO-LUMO gap (alpha / beta) (eV) = 12.34 / 6.99
- spin multiplicity = 2

Last column: Mulliken charge in e.
Positions of all 18 atoms, in Å:
1 O 0.77626 -2.46479 -0.91830  -0.505
2 O -1.51744 1.29660 0.11459  -0.560
3 N 0.29984 0.15145 -1.58547  -0.124
4 C 0.26639 -0.25124 -0.23110  0.103
5 C -0.31904 0.75422 0.72988  0.107
6 C -0.10916 -1.72375 -0.07560  -0.703
7 C 0.55878 1.98732 1.08629  -1.178
8 H 0.69865 -3.36852 -0.62142  0.331
9 H -0.66867 0.22294 1.61658  0.453
10 H -2.11405 0.58643 -0.08149  0.314
11 H 0.11875 -0.56041 -2.28938  0.304
12 H 1.36341 -0.34902 0.01378  0.208
13 H -1.14954 -1.91370 -0.36667  0.382
14 H 1.60417 1.72775 1.19533  0.371
15 H 0.34965 2.66418 0.26115  0.323
16 H -0.28811 0.98071 -1.78143  0.370
17 H 0.03753 -2.09192 0.93795  0.454
18 H 0.09259 2.35176 1.99532  0.350

---

Copy entry 7 word for word.
This record from the OMol25 dataset describes 2 unconnected molecules or ions with the total composition C4H11NO2S. The level of theory is ωB97M-V/def2-TZVPD.

- HOMO level (eV) = -9.357
- E_LUMO (hartree) = 0.01905
- ΔE to the lowest compared entry with this formula, charge and spin (kcal per mole) = 37.6
- structure (SMILES) = C[C@H](CS)NC=O.O
- strongest force on any atom (eV/Å) = 4.1
- HOMO-LUMO gap (eV) = 9.88

Last column: Mulliken charge in e.
Positions of all 19 atoms, in Å:
1 S 1.32950 1.83711 1.64040  -0.239
2 O 2.45728 0.39576 -2.07336  -0.530
3 O -3.15898 -0.51231 2.02488  -0.614
4 N 0.23594 0.45200 -1.61523  -0.206
5 C 1.35614 0.78250 -2.39286  0.047
6 C 0.15099 0.67533 1.01260  -0.380
7 C -0.11944 -1.66473 -0.12821  -1.344
8 C 0.53182 -0.17656 -0.20813  0.187
9 H 1.19175 1.49069 -3.22965  0.337
10 H 2.44554 1.37762 1.03402  0.137
11 H -0.84138 1.25864 0.57873  0.141
12 H -0.23330 -0.00797 1.76734  0.297
13 H -1.02433 -1.80257 0.42874  0.323
14 H 0.57836 -2.33825 0.30308  0.345
15 H 1.63567 -0.41301 -0.29453  0.304
16 H -0.69414 0.87720 -1.79338  0.236
17 H -2.83814 0.01606 1.35790  0.299
18 H -0.28283 -2.02606 -1.19597  0.352
19 H -2.72045 -0.22146 2.78364  0.310